1.
11
Properties=species:S:1:pos:R:3 method="wB97M-V/def2-TZVPD" e_above_lowest_kcal_mol=92.7 gap_ev=10.7492 total_energy_ev=-7762.5074 lumo_ev=0.8 fmax_ev_per_a=1.16 molar_mass_g_mol=83.09
C 1.4594 -0.4540 0.4580
C 0.1103 -0.0066 0.0048
O -0.7076 -1.1501 -0.1257
C -0.3199 1.2272 -0.2082
C -3.0247 -0.5459 -0.8183
N -1.9426 -0.8703 -0.4877
H 1.8211 -1.3017 -0.1298
H 1.4153 -0.7618 1.5065
H 2.1729 0.3650 0.3659
H 0.3650 2.0593 -0.0949
H -1.3493 1.4390 -0.4707



2.
15
Properties=species:S:1:pos:R:3 method="wB97M-V/def2-TZVPD" e_above_lowest_kcal_mol=182.1 gap_ev=9.4692 total_energy_ev=-19879.9451 lumo_ev=0.4 fmax_ev_per_a=5.16 molar_mass_g_mol=130.19
C 0.9414 -1.9521 -0.4187
C -0.1363 -0.7692 -0.1257
C -0.5437 0.3755 -0.9018
C -0.0161 0.6258 0.4699
C -0.5778 1.2698 1.6716
C -0.8426 1.9640 2.7060
H 0.1734 -3.1017 -0.5510
H 1.5702 -1.9356 0.9657
H 1.7110 -1.6580 -1.3807
H -1.2073 -1.1784 0.1092
H -1.6408 0.4322 -1.0600
H -0.0797 0.8406 -3.4524
H -1.0676 2.7641 3.6039
F 1.3605 0.9808 0.4267
S 0.3554 1.3421 -2.0627



3.
6
Properties=species:S:1:pos:R:3 method="wB97M-V/def2-TZVPD" e_above_lowest_kcal_mol=2.3 gap_ev="6.6212 / 6.7111" total_energy_ev=-21871.1458 lumo_ev="-0.3 / -3.7" s2=2.008 multiplicity=3 fmax_ev_per_a=6.55 molar_mass_g_mol=200.91
N -1.5476 -1.5833 1.2661
N -2.5668 -1.1840 1.0603
N -4.0016 1.0109 -1.0790
P -3.3433 1.0762 0.2459
I 0.1779 1.6805 0.0123
H -0.9047 1.4836 -1.1961



4.
14
Properties=species:S:1:pos:R:3 method="wB97M-V/def2-TZVPD" e_above_lowest_kcal_mol=37.0 charge=+1 gap_ev=10.8111 total_energy_ev=-5766.0768 lumo_ev=-4.1 fmax_ev_per_a=5.22 molar_mass_g_mol=64.11
N 1.1183 -0.1610 2.3446
H 0.5758 -0.0699 3.1194
H 2.0364 0.2133 2.6344
H 1.3136 -1.1947 2.3138
H 0.8272 0.1340 1.3737
C -0.4720 0.4500 -0.7888
O -0.2005 -0.6686 0.0847
C -1.1193 0.0992 -2.0999
H -1.0868 1.0720 -0.2386
H 0.5427 1.0624 -0.8928
H 0.5309 -1.1606 -0.3327
H -2.2353 -0.0381 -1.9600
H -1.2355 0.8545 -2.8287
H -0.5955 -0.5925 -2.7290



5.
69
Properties=species:S:1:pos:R:3 method="wB97M-V/def2-TZVPD" e_above_lowest_kcal_mol=0.0 charge=-2 gap_ev=5.9043 total_energy_ev=-275694.2641 lumo_ev=3.8 s2=0.751 multiplicity=2 fmax_ev_per_a=2.22 molar_mass_g_mol=987.85
Yb 1.2595 0.5393 0.6608
C -1.4966 -5.8610 -1.9283
Si -1.2693 -4.3818 -0.7252
C -3.0479 -3.8506 -0.2574
C -0.2996 -4.9825 0.7979
C -0.2498 -3.0941 -1.6563
C 0.3096 -3.2640 -2.9017
C 1.1365 -2.2774 -3.4403
C 1.4259 -1.1758 -2.6647
N 0.9316 -0.9803 -1.4441
C 0.0597 -1.9014 -0.9623
S -0.7274 -1.5600 0.5092
H -2.0523 -6.6536 -1.4393
H -0.5453 -6.2765 -2.2421
H -2.0474 -5.5817 -2.8209
H -3.5773 -4.6803 0.2035
H -3.6264 -3.5282 -1.1188
H -3.0241 -3.0333 0.4533
H -0.9368 -5.5410 1.4764
H 0.1014 -4.1336 1.3413
H 0.5392 -5.6168 0.5271
H 0.1126 -4.1650 -3.4656
H 1.5711 -2.3854 -4.4223
H 2.0897 -0.4025 -3.0425
O -1.8900 5.0575 -2.2778
C -2.2918 3.9242 -2.8269
O -2.9471 3.9117 -3.8493
C -1.8853 2.6695 -2.1583
C -2.3715 1.3998 -2.4312
N -1.7223 0.5427 -1.6370
N -0.8375 1.1619 -0.8631
C -0.9196 2.4528 -1.1429
C -0.1176 3.3596 -0.2488
O -0.4380 4.5590 -0.1805
O 0.7903 2.7900 0.4019
H -1.3769 4.9258 -1.4061
H -3.1253 1.0859 -3.1230
H -1.8741 -0.4499 -1.4837
S 3.8192 -0.7221 4.6035
As 2.7885 -0.1677 2.8643
S 2.7341 -1.6913 1.3060
S 0.6927 0.3816 3.2332
S 3.6286 1.5629 1.8617
S -3.5441 2.3332 0.7454
C -2.7550 2.3258 2.2108
N -2.0286 3.3844 2.6090
C -1.2498 3.3460 3.8314
C -2.0644 2.6028 4.8864
C -2.3541 1.2004 4.3649
N -2.9749 1.3107 3.0638
H -1.7554 4.0283 1.8766
H -1.0498 4.3742 4.1465
H -0.2892 2.8321 3.6848
H -3.0014 3.1402 5.0621
H -1.5075 2.5511 5.8211
H -3.0411 0.6685 5.0303
H -1.4193 0.6307 4.3024
H -3.3613 0.4777 2.6460
Br 6.5966 -1.3211 -1.8811
C 5.4506 0.1567 -1.5956
C 5.9135 1.4416 -1.8011
C 5.0061 2.4787 -1.6211
C 3.7137 2.1804 -1.2328
N 3.2807 0.9360 -1.0288
C 4.1335 -0.0687 -1.2352
H 6.9370 1.6312 -2.0847
H 5.3153 3.5008 -1.7674
H 2.9919 2.9661 -1.0440
H 3.7610 -1.0729 -1.0676



6.
41
Properties=species:S:1:pos:R:3 method="wB97M-V/def2-TZVPD" charge=+4 gap_ev="6.8937 / 5.5066" total_energy_ev=-42967.2920 lumo_ev="-15.2 / -17.5" s2=6.033 multiplicity=5 fmax_ev_per_a=0.42 molar_mass_g_mol=387.54
Ru -0.6426 0.9956 0.0667
C -3.1880 1.6928 -1.2341
C -2.2358 2.7270 -1.7916
N -0.8143 2.2660 -1.5624
C 0.1754 3.3816 -1.3832
C -0.1470 4.2409 -0.1646
S -0.5789 3.1917 1.2790
C -2.4072 3.3565 1.4478
C -3.0984 2.0079 1.3329
N -2.6988 1.2145 0.1118
H -4.2040 2.0839 -1.1455
H -3.2287 0.8122 -1.8777
H -2.3995 2.8721 -2.8611
H -2.3549 3.6954 -1.3168
H -0.5176 1.7368 -2.3906
H 1.1570 2.9113 -1.2703
H 0.2083 3.9894 -2.2928
H 0.7281 4.8261 0.1227
H -0.9658 4.9440 -0.3106
H -2.5863 3.7707 2.4419
H -2.7521 4.0914 0.7238
H -2.8581 1.3806 2.1950
H -4.1839 2.1420 1.3219
H -3.1189 0.2905 0.2537
C 1.6843 -5.3490 2.3453
C 1.9918 -4.2936 1.3727
C 2.9581 -4.4520 0.3220
C 3.2013 -3.3731 -0.6051
N 2.5325 -2.2301 -0.4537
C 1.6556 -2.0898 0.5135
S 0.9461 -0.5476 0.8266
N 1.3803 -3.1081 1.4205
C 4.1714 -3.5134 -1.6900
H 2.2858 -6.2388 2.1775
H 0.6198 -5.6172 2.2860
H 1.8518 -4.9825 3.3680
H 3.5058 -5.3856 0.2487
H 0.7026 -2.9265 2.1607
H 4.7036 -4.4603 -1.6823
H 4.8733 -2.6687 -1.6560
H 3.6482 -3.3844 -2.6502